Entry from the Open Molecules 2025 dataset: a molecular structure, C23H23FNO9S3 (ωB97M-V with the def2-TZVPD basis set).

The geometry in XYZ format:
```
60
Properties=species:S:1:pos:R:3:nbo_charge:R:1
C 5.251 1.413 -2.888 -0.6383
C 4.728 0.678 -1.701 -0.0622
O 3.213 0.675 -1.831 -0.5027
C 2.644 -0.148 -0.996 0.7373
C 1.087 -0.343 -1.232 0.4016
O 0.666 -1.543 -1.529 -0.5183
C 1.214 -2.639 -0.777 -0.2912
S 0.746 0.945 -2.766 2.0713
C -1.030 0.889 -2.730 -0.3287
C -1.773 0.738 -3.886 -0.1895
C -3.177 0.673 -3.934 -0.2216
C -3.783 0.844 -2.681 -0.2176
C -3.011 1.078 -1.543 -0.1387
C -1.615 1.024 -1.467 -0.2048
O 1.065 2.289 -2.374 -0.9129
O 1.176 0.400 -4.057 -0.9113
O 3.217 -0.691 -0.034 -0.6129
H 6.337 1.574 -2.829 0.2151
H 4.980 0.794 -3.745 0.2193
H 4.859 2.418 -3.000 0.2270
H 5.011 -0.381 -1.655 0.2097
H 4.940 1.263 -0.803 0.1966
H 0.439 -3.194 -0.304 0.2559
H 1.702 -3.248 -1.519 0.1615
H 1.862 -2.338 0.035 0.2321
H -1.185 0.646 -4.796 0.2292
H -3.727 0.555 -4.873 0.2183
H -4.876 0.824 -2.650 0.2133
H -3.475 1.317 -0.595 0.2148
H -1.037 1.041 -0.545 0.2694
C -5.575 -0.833 -0.210 -0.2292
C -5.215 -0.367 1.065 -0.2206
C -4.011 -0.707 1.691 -0.1850
C -3.137 -1.475 0.945 -0.3169
S -1.649 -2.017 1.778 2.2742
N -0.877 -0.658 2.421 -1.2059
F 0.667 -0.166 0.078 -0.3342
S 0.428 -1.096 3.422 2.2661
C 1.497 0.335 3.602 -0.2147
C 2.548 0.515 2.709 -0.2203
C 3.344 1.665 2.799 -0.2159
C 3.122 2.586 3.838 -0.2192
C 2.152 2.301 4.808 -0.2371
C 1.338 1.169 4.704 -0.2013
O -0.203 -1.182 4.713 -0.9790
O 1.222 -2.183 2.931 -0.9599
O -2.053 -2.713 2.971 -0.9792
O -1.024 -2.845 0.777 -1.0032
C -3.487 -1.971 -0.310 -0.1299
C -4.715 -1.676 -0.906 -0.2431
H -6.516 -0.509 -0.690 0.2050
H -5.870 0.327 1.585 0.2044
H -3.742 -0.410 2.706 0.2549
H 2.739 -0.216 1.945 0.2624
H 4.098 1.864 2.041 0.2018
H 3.688 3.528 3.861 0.2029
H 1.993 3.002 5.638 0.2039
H 0.587 0.938 5.455 0.2476
H -2.813 -2.675 -0.766 0.2364
H -4.979 -2.081 -1.896 0.2135
```

The value obtained for the largest force on an atom is 3.55 eV Å⁻¹. The value obtained for the HOMO energy is -4.88 eV. Its energy is -2916.50585 Ha. As for the net charge: -1. Its molar mass is 572.63 g mol⁻¹.